# 1
{
  "formula": "C20H56O12",
  "method": "wB97M-V/def2-TZVPD",
  "e_homo_ev": -9.5880,
  "e_above_lowest_ev": 12.897,
  "orbital_gap_ev": 9.87,
  "symbols": ["C", "C", "C", "O", "H", "H", "H", "H", "H", "H", "H", "H", "C", "C", "C", "O", "H", "H", "H", "H", "H", "H", "H", "H", "C", "C", "C", "O", "H", "H", "H", "H", "H", "H", "H", "H", "C", "C", "C", "O", "H", "H", "H", "H", "H", "H", "H", "H", "O", "C", "C", "O", "H", "H", "H", "H", "H", "H", "O", "C", "C", "O", "H", "H", "H", "H", "H", "H", "O", "C", "C", "O", "H", "H", "H", "H", "H", "H", "O", "C", "C", "O", "H", "H", "H", "H", "H", "H"],
  "coordinates": [[5.56922, -2.07723, -0.67087], [4.90731, -1.75496, -1.98199], [3.40701, -1.98128, -1.97355], [5.13537, -0.46797, -2.31018], [5.19038, -1.68054, 0.12498], [6.53458, -1.73432, -0.65499], [5.39890, -3.13429, -0.34778], [5.24613, -2.30998, -2.89117], [3.10822, -1.20560, -1.48539], [3.31097, -3.00608, -1.89958], [3.00362, -1.80624, -3.03133], [6.07279, -0.52754, -2.96569], [-4.53811, -3.54453, -1.93406], [-4.16960, -2.57151, -0.88464], [-3.76710, -1.13170, -1.51082], [-5.20343, -2.29391, 0.04789], [-5.47280, -3.39503, -2.43608], [-4.82157, -4.44865, -1.40412], [-3.84350, -3.85540, -2.77314], [-3.22014, -2.68866, -0.49512], [-3.73260, -0.44505, -0.68696], [-4.51010, -1.16938, -2.31787], [-2.87916, -1.36360, -2.04760], [-5.00366, -2.60694, 0.91639], [1.25388, -0.00369, 1.30181], [-0.18950, -0.05777, 0.87868], [-0.27203, 0.21624, -0.64713], [-0.70207, -1.37206, 1.08686], [1.49195, 1.05284, 1.28498], [1.69811, -0.79840, 0.58553], [1.56099, -0.19739, 2.23484], [-0.68011, 0.46205, 1.41468], [-1.29890, 0.57068, -0.96755], [-0.08612, -0.50420, -1.32633], [0.45530, 0.95646, -1.01715], [-1.53426, -1.60556, 1.09816], [-1.11561, 2.16438, -3.77100], [-2.23299, 1.44224, -4.60948], [-3.52746, 1.65080, -3.97044], [-2.21296, 1.88526, -5.96004], [-1.23818, 1.73157, -2.98083], [-1.17213, 3.22388, -3.99187], [-0.30613, 1.81051, -4.17840], [-2.03054, 0.35525, -4.70352], [-4.27552, 1.14211, -4.36707], [-3.86580, 2.69233, -3.93636], [-3.56038, 1.44261, -2.80041], [-2.90430, 1.40948, -6.53380], [0.83334, 3.35274, 4.55294], [0.65182, 2.97159, 3.19133], [-0.29586, 3.87836, 2.54844], [-0.24425, 3.60365, 1.16286], [1.45766, 4.11984, 4.51108], [1.58261, 3.25111, 2.83429], [0.55316, 1.94084, 3.08416], [-0.01289, 4.93536, 2.57654], [-1.33793, 3.81114, 2.86985], [0.64547, 3.50251, 1.07590], [-3.13255, -0.82786, 2.37643], [-3.16051, -0.97891, 3.77351], [-1.72167, -0.98864, 4.41914], [-1.66737, -1.37264, 5.76207], [-3.46357, 0.08699, 2.15363], [-3.70311, -0.30236, 4.38276], [-3.50608, -1.74043, 4.27748], [-1.31885, -0.16459, 4.32063], [-1.13818, -1.66749, 3.86489], [-0.88542, -1.69790, 5.98960], [1.43015, -3.46350, 0.64591], [2.23400, -3.47614, 1.76005], [1.49028, -3.50205, 3.03299], [2.28778, -3.39680, 4.17752], [0.60206, -2.81460, 0.83120], [2.86097, -4.36040, 1.64160], [2.75448, -2.58851, 1.48889], [0.69113, -4.33450, 3.03525], [1.00930, -2.52407, 3.03582], [2.74143, -4.13812, 4.28403], [2.55713, 3.34228, 0.38999], [2.41106, 4.37126, -0.57904], [1.60806, 3.86503, -1.84128], [1.89504, 4.80917, -2.81996], [3.35660, 2.80915, 0.45774], [2.05480, 5.25665, -0.22102], [3.51020, 4.73574, -0.78804], [0.52976, 3.74121, -1.64743], [2.10706, 2.77172, -2.03130], [2.75492, 4.71398, -3.09095]],
  "mulliken_charge": [-1.57, 0.55, -1.55, -0.59, 0.45, 0.39, 0.35, 0.40, 0.36, 0.54, 0.27, 0.39, -1.49, 0.71, -1.09, -0.62, 0.43, 0.39, 0.31, 0.07, 0.27, 0.36, 0.34, 0.33, -0.60, -0.66, -1.41, -0.13, -0.12, -0.43, 0.63, 1.88, 0.01, 0.85, 0.11, -0.08, -0.78, 0.64, -1.37, -0.58, -0.31, 0.49, 0.58, 0.14, 0.58, 0.32, 0.07, 0.32, -0.60, -0.40, -0.09, -0.36, 0.35, 0.48, -0.03, 0.26, 0.23, 0.04, -0.38, -0.90, 0.12, -0.59, 0.26, 0.44, 0.63, 0.27, -0.07, 0.31, -0.63, -0.23, 0.27, -0.52, 0.21, 0.34, 0.16, 0.25, -0.30, 0.30, -0.43, -0.68, 0.08, -0.55, 0.26, 0.34, 0.40, 0.24, 0.01, 0.34]
}


# 2
{
  "formula": "C20H57Cl2N6O3P3Si",
  "method": "wB97M-V/def2-TZVPD",
  "e_homo_ev": -8.2459,
  "orbital_gap_ev": 8.30,
  "symbols": ["C", "Si", "C", "C", "O", "C", "C", "P", "Cl", "C", "C", "C", "Cl", "H", "H", "H", "H", "H", "H", "H", "H", "H", "H", "H", "H", "H", "H", "H", "H", "H", "H", "H", "H", "H", "C", "N", "C", "P", "O", "N", "C", "C", "N", "C", "C", "H", "H", "H", "H", "H", "H", "H", "H", "H", "H", "H", "H", "H", "H", "H", "H", "H", "H", "C", "N", "C", "P", "O", "N", "C", "C", "N", "C", "C", "H", "H", "H", "H", "H", "H", "H", "H", "H", "H", "H", "H", "H", "H", "H", "H", "H", "H"],
  "coordinates": [[-1.96377, 1.44017, 2.90944], [-1.77831, 1.82561, 1.05823], [-3.33329, 1.14187, 0.24814], [-1.76639, 3.72167, 0.94995], [-0.32764, 1.12002, 0.58499], [-0.20744, 0.72280, -0.77504], [0.20449, -0.74366, -0.97046], [-0.99929, -2.01468, -0.17576], [-2.13930, -3.54796, 0.87277], [-2.11050, -1.90292, -1.65298], [-3.38736, -2.74492, -1.75842], [-4.58918, -2.23666, -0.93770], [-5.50311, -0.94471, -1.77686], [-2.61475, 0.55772, 2.94644], [-2.52645, 2.25656, 3.36847], [-1.02180, 1.20871, 3.40737], [-3.28744, 1.35184, -0.82797], [-3.32488, 0.05390, 0.34459], [-4.22236, 1.60779, 0.67094], [-2.58097, 4.08685, 1.58231], [-0.82289, 4.10692, 1.33989], [-1.97948, 4.04207, -0.07430], [-1.08052, 0.92114, -1.41076], [0.61184, 1.32217, -1.20109], [1.20548, -0.87380, -0.53877], [0.32520, -0.91161, -2.04779], [0.08279, -2.92260, -0.21099], [-1.06754, -1.23658, 0.99883], [-1.49932, -2.11737, -2.53386], [-2.40319, -0.85411, -1.77262], [-3.72740, -2.63462, -2.79762], [-3.24738, -3.81714, -1.63836], [-4.29523, -1.95363, 0.07168], [-5.24199, -3.09989, -0.80277], [1.93617, -1.89771, 8.33430], [1.32021, -1.91246, 7.02275], [0.36453, -3.01137, 6.89645], [2.01012, -1.36966, 5.52757], [0.69807, -0.92030, 4.92410], [2.65326, 0.22073, 5.69163], [3.08756, 0.78114, 6.95313], [2.05669, 1.22789, 4.81852], [3.57827, -2.07469, 5.87396], [4.63097, -1.66949, 4.90593], [3.56756, -3.55777, 5.83331], [2.76226, -2.61437, 8.45288], [1.19225, -2.14145, 9.09548], [2.30105, -0.91335, 8.61277], [0.85062, -3.97447, 6.68575], [-0.34142, -2.81844, 6.08816], [-0.22635, -3.12645, 7.80601], [2.23866, 1.07169, 7.58554], [3.69335, 1.67642, 6.78153], [3.73716, 0.09774, 7.49947], [1.07262, 1.54566, 5.18212], [1.94953, 0.85621, 3.80266], [2.69914, 2.11084, 4.75535], [4.36823, -1.94450, 3.88031], [5.57595, -2.14988, 5.16428], [4.81550, -0.59999, 4.93341], [3.15852, -3.94041, 4.89457], [2.98815, -3.97696, 6.65441], [4.57827, -3.94607, 5.95331], [2.09532, 1.25524, -5.62896], [0.99717, 0.34972, -5.90184], [1.46235, -0.87526, -6.55017], [-0.64680, 0.76805, -6.22807], [-1.29657, -0.46975, -5.65690], [-1.23494, 1.88149, -5.05440], [-0.40249, 2.80242, -4.30798], [-2.32544, 1.43540, -4.20038], [-0.23979, 2.10461, -7.28551], [-1.41311, 2.93732, -7.66101], [0.34689, 1.66313, -8.57519], [2.41411, 1.85046, -6.49655], [2.96690, 0.68996, -5.29320], [1.87908, 1.93817, -4.81165], [1.63154, -0.74632, -7.62817], [0.73416, -1.67777, -6.42782], [2.39341, -1.22781, -6.10477], [0.15698, 2.28528, -3.51768], [-1.01524, 3.57202, -3.82876], [0.28698, 3.35632, -4.94554], [-1.96500, 0.77513, -3.40178], [-3.08595, 0.90738, -4.76931], [-2.83154, 2.28600, -3.73503], [-2.18607, 2.34805, -8.16250], [-1.09777, 3.73967, -8.32954], [-1.86097, 3.41897, -6.79781], [-0.28491, 0.93123, -9.08513], [1.33450, 1.22501, -8.43711], [0.48969, 2.51645, -9.23682]],
  "mulliken_charge": [-0.98, 0.57, -0.32, -1.11, -0.35, 0.25, -1.36, 0.65, -0.42, 0.38, -1.41, -0.38, -0.20, 0.31, 0.35, 0.13, 0.13, -0.31, 0.50, 0.35, 0.29, 0.29, -0.28, 0.39, 0.52, 0.37, 0.05, -0.05, 0.42, -0.36, 0.48, 0.45, 0.29, 0.38, -0.75, 0.04, -1.01, 0.89, -0.79, 0.24, -1.20, -1.01, -0.08, -1.06, -1.09, 0.26, 0.39, 0.18, 0.27, 0.23, 0.42, 0.32, 0.40, 0.36, 0.28, 0.30, 0.32, 0.36, 0.41, 0.30, 0.37, 0.25, 0.40, -0.80, 0.20, -1.12, 0.92, -0.88, 0.29, -1.06, -1.31, -0.06, -1.08, -1.06, 0.25, 0.41, 0.14, 0.29, 0.28, 0.39, 0.08, 0.42, 0.43, 0.35, 0.48, 0.33, 0.35, 0.42, 0.32, 0.37, 0.25, 0.40]
}


# 3
{
  "formula": "C20H57F5GaN9O3P3S",
  "method": "wB97M-V/def2-TZVPD",
  "charge": -1,
  "e_homo_ev": -4.5876,
  "e_above_lowest_ev": 9.143,
  "orbital_gap_ev": 4.97,
  "symbols": ["F", "C", "F", "F", "C", "F", "F", "Ga", "S", "H", "H", "H", "O", "P", "N", "C", "C", "N", "C", "C", "N", "C", "C", "H", "H", "H", "H", "H", "H", "H", "H", "H", "H", "H", "H", "H", "H", "H", "H", "H", "H", "O", "P", "N", "C", "C", "N", "C", "C", "N", "C", "C", "H", "H", "H", "H", "H", "H", "H", "H", "H", "H", "H", "H", "H", "H", "H", "H", "H", "H", "O", "P", "N", "C", "C", "N", "C", "C", "N", "C", "C", "H", "H", "H", "H", "H", "H", "H", "H", "H", "H", "H", "H", "H", "H", "H", "H", "H", "H"],
  "coordinates": [[6.75410, -0.99589, -3.07130], [5.91985, -0.15077, -3.82306], [6.59607, 0.47949, -4.87914], [4.88919, -0.93687, -4.37949], [5.26496, 1.03533, -2.92609], [5.32637, 0.75465, -1.53505], [6.00242, 2.23130, -3.15079], [3.30093, 1.29288, -3.63522], [1.85755, -0.32845, -2.77934], [3.42390, 1.15500, -5.24599], [2.75279, 2.72946, -3.20999], [1.67014, -1.19795, -3.85534], [0.29119, 2.87426, -1.27931], [-0.46771, 3.80364, -0.31624], [-0.95119, 4.85292, -1.58919], [-1.02723, 6.29554, -1.62373], [-1.94703, 4.28918, -2.50135], [0.99266, 4.33458, 0.46344], [1.74318, 5.49102, -0.00607], [1.96793, 3.25436, 0.69308], [-1.37936, 4.75091, 0.86677], [-2.80609, 4.45050, 0.92279], [-1.00531, 5.89448, 1.66540], [-1.95088, 6.67605, -1.16537], [-1.00397, 6.65339, -2.65800], [-0.18117, 6.78538, -1.15270], [-2.95050, 4.32484, -2.05941], [-1.72010, 3.24865, -2.73886], [-1.96935, 4.82487, -3.45533], [1.92914, 5.45325, -1.08487], [2.70745, 5.57229, 0.50229], [1.24032, 6.42673, 0.24251], [2.54743, 3.03579, -0.20824], [1.46316, 2.33482, 1.00765], [2.66344, 3.52137, 1.49201], [-3.38734, 5.16637, 0.33010], [-3.18258, 4.45585, 1.95024], [-3.00295, 3.44895, 0.52847], [-0.83317, 6.79145, 1.06689], [-0.11987, 5.69318, 2.27280], [-1.79200, 6.15820, 2.38051], [-5.81067, 1.40190, 0.25402], [-5.64403, 0.50887, 1.49970], [-4.79920, -0.67631, 0.58818], [-4.88206, -2.11933, 0.63874], [-3.45355, -0.27910, 0.16281], [-7.34830, 0.17334, 1.60574], [-7.96060, -0.94622, 0.90456], [-8.19972, 1.34803, 1.36215], [-5.41085, -0.43943, 2.97182], [-4.10936, -0.27025, 3.61200], [-6.20468, -1.49067, 3.56500], [-4.28411, -2.54311, 1.45650], [-4.51322, -2.55438, -0.29509], [-5.89748, -2.49246, 0.72454], [-2.73769, -0.36987, 0.98776], [-3.43832, 0.75525, -0.18416], [-3.09763, -0.88856, -0.67242], [-7.67343, -0.97945, -0.15224], [-9.05154, -0.90117, 0.95922], [-7.71768, -1.89888, 1.37568], [-8.32132, 1.54325, 0.29260], [-7.77167, 2.24197, 1.82760], [-9.19042, 1.20834, 1.80020], [-3.42019, -1.07389, 3.32911], [-4.19316, -0.24583, 4.70213], [-3.65606, 0.68059, 3.31717], [-6.21257, -2.40368, 2.96654], [-7.23349, -1.17040, 3.74480], [-5.81689, -1.77975, 4.54730], [2.07647, -4.05657, -0.03150], [3.40922, -4.83047, 0.00066], [4.04290, -3.83025, 1.24702], [5.37514, -3.29573, 1.41982], [3.41671, -4.01220, 2.55580], [3.86962, -4.29438, -1.58504], [4.63018, -3.06760, -1.79914], [2.76136, -4.28126, -2.55411], [4.86152, -5.83973, 0.01798], [4.89263, -6.85531, 1.06508], [6.10817, -5.72843, -0.70425], [6.06337, -4.02684, 1.86680], [5.35247, -2.42229, 2.07903], [5.81516, -2.92455, 0.50026], [3.79830, -4.91292, 3.05327], [2.33374, -4.11071, 2.46480], [3.59391, -3.15351, 3.21076], [4.19637, -2.21549, -1.26682], [4.68648, -2.81137, -2.85838], [5.67481, -3.18432, -1.50759], [2.14654, -3.38395, -2.44717], [2.11719, -5.15825, -2.42143], [3.13623, -4.31939, -3.57905], [5.46925, -6.51403, 1.93315], [5.32053, -7.79607, 0.70619], [3.87921, -7.08848, 1.40526], [6.69618, -4.85989, -0.40239], [5.94985, -5.69642, -1.78431], [6.74998, -6.59940, -0.53217]],
  "mulliken_charge": [-0.27, 0.64, -0.26, -0.22, 0.38, -0.28, -0.32, 0.32, -0.51, -0.35, -0.23, 0.06, -0.68, 0.89, 0.20, -0.91, -1.08, 0.14, -1.13, -1.20, 0.16, -0.97, -0.93, 0.24, 0.38, 0.20, 0.30, 0.26, 0.37, 0.30, 0.41, 0.28, 0.41, 0.33, 0.34, 0.25, 0.45, 0.15, 0.29, 0.29, 0.36, -0.79, 0.87, 0.13, -0.90, -1.08, 0.14, -1.10, -1.08, 0.07, -1.08, -0.91, 0.25, 0.37, 0.23, 0.29, 0.26, 0.38, 0.30, 0.41, 0.27, 0.34, 0.34, 0.34, 0.32, 0.41, 0.29, 0.28, 0.28, 0.35, -0.78, 0.81, 0.16, -0.88, -1.06, 0.13, -1.09, -0.96, 0.04, -1.11, -0.87, 0.24, 0.38, 0.19, 0.32, 0.28, 0.35, 0.42, 0.32, 0.22, 0.24, 0.36, 0.32, 0.30, 0.41, 0.33, 0.28, 0.29, 0.35]
}